No. 1
A cluster of 8 separate species, C8H38B2O10 in total at a distorted geometry, computed with the ωB97M-V functional and the def2-TZVPD basis.

The net charge is 0. For the total energy, the calculation gives -1129.0290 a.u. For the HOMO-LUMO gap, the calculation gives 4.33 eV. The HOMO energy comes out at -6.736 eV. The spin multiplicity is 1. The value obtained for the max |F| is 4.933 eV/A.

The geometry in XYZ format:
```
58
Properties=species:S:1:pos:R:3:forces:R:3
O -1.14186 0.92284 3.17560 0.04 0.09 0.61
H -1.36730 1.85125 3.08162 -0.53 1.87 0.20
H -1.86782 0.45002 2.76206 -0.85 -0.92 -0.54
H -0.33234 0.81886 2.67014 1.09 -0.49 -0.85
O 5.36041 2.82810 0.27582 0.83 -0.43 0.00
H 5.26305 3.44285 1.00671 -0.23 0.62 0.49
H 4.61638 2.22740 0.19115 -1.60 -1.21 0.01
H 5.53290 3.23335 -0.57720 0.17 0.59 -0.66
B 1.62515 0.91659 -0.48277 0.06 0.33 -0.10
H 1.48088 1.43545 -1.41775 -0.73 2.28 -3.43
H 2.58799 0.43278 -0.53885 4.29 -2.23 -0.16
H 1.63829 1.55598 0.38627 -0.09 3.04 3.66
H 0.86995 0.15691 -0.35306 -2.99 -3.14 0.57
B -2.44278 5.45168 2.56593 0.26 0.24 0.11
H -1.41430 5.42261 2.24094 4.31 0.08 -1.54
H -3.06086 6.02825 1.89528 -2.40 2.06 -2.99
H -2.76985 4.42348 2.57449 -1.70 -4.61 0.43
H -2.47151 5.98932 3.50101 -0.21 1.64 4.04
C -2.48413 4.40554 -3.18950 2.54 -0.71 -0.01
C -2.26842 3.08304 -3.93506 1.05 1.52 0.39
O -3.03675 3.13730 -5.10032 -0.92 -0.92 -0.83
O -3.61037 4.28764 -2.42613 -1.56 0.35 0.64
H -2.43610 5.26207 -3.86194 -0.61 0.05 -0.55
H -1.63267 4.60457 -2.53874 0.44 -0.28 0.29
H -2.45190 2.26756 -3.23546 -0.70 -0.17 -0.43
H -1.23881 2.94782 -4.26633 0.41 0.19 0.46
H -2.47883 3.59513 -5.73334 -0.28 -0.03 -0.17
H -3.58787 5.01451 -1.79944 -0.35 -0.04 0.31
C 1.97019 -4.63711 -3.41054 -2.56 -0.20 0.64
C 0.42028 -4.90511 -3.35733 1.40 -0.48 0.65
O -0.17606 -4.76467 -4.56835 -0.37 -0.04 -2.78
O 2.15491 -3.26140 -3.47649 1.20 0.60 -0.02
H 2.47591 -5.08325 -4.26686 -0.32 -0.10 -0.33
H 2.33492 -5.20148 -2.55230 0.67 0.63 0.60
H -0.15267 -4.16403 -2.80001 0.63 -0.23 1.22
H 0.27651 -5.93607 -3.03400 -0.16 -0.11 0.78
H 0.46313 -5.19018 -5.14455 -0.47 0.05 -0.89
H 1.44448 -2.79006 -3.03520 0.01 -0.09 0.14
C 4.33285 -2.34551 3.42678 2.27 1.82 2.21
C 5.72691 -2.69072 2.96414 -0.39 -0.03 -2.57
O 5.70535 -2.52062 1.50297 0.48 -1.35 0.21
O 4.31524 -0.86218 3.40197 -1.82 -0.94 -0.70
H 4.22137 -2.69791 4.45219 -0.13 0.21 0.34
H 3.54136 -2.86980 2.89127 0.12 0.84 -0.65
H 5.99920 -3.68400 3.32104 0.00 -0.39 -0.81
H 6.59137 -2.04978 3.13733 -0.49 0.40 1.56
H 5.00208 -1.91279 1.26307 -0.16 0.09 0.23
H 5.03560 -0.49311 3.91817 0.12 -0.60 0.18
C -5.11893 -2.23647 2.53192 -2.87 2.50 -1.29
C -4.98411 -1.56216 1.11246 0.61 -2.00 0.94
O -4.60713 -0.23970 1.10837 0.30 1.82 1.18
O -3.95825 -2.35336 3.22222 2.48 -1.16 0.62
H -5.68401 -3.15875 2.39706 0.27 -0.26 -0.14
H -5.72050 -1.61758 3.19765 -0.76 0.31 -0.41
H -5.90997 -1.70162 0.55440 0.04 -0.36 -0.09
H -4.11861 -2.10837 0.73742 -0.28 -0.65 -0.86
H -4.59860 0.13496 0.22453 -0.09 -0.16 -0.08
H -3.86333 -3.29010 3.40955 0.55 0.07 0.18
```
Forces are in eV/Å.

***

No. 2
A structure of composition C34H42NP2S4Zr at a distorted geometry, computed with the ωB97M-V functional and the def2-TZVPD basis.

The net charge is +3. For the total energy, the calculation gives -3696.9245 a.u. For the HOMO-LUMO gap, the calculation gives 3.74 eV. The HOMO energy comes out at -14.015 eV. The spin multiplicity is 1. The value obtained for the max |F| is 9.411 eV/A.

The geometry in XYZ format:
```
84
Properties=species:S:1:pos:R:3:forces:R:3
Zr -0.99603 0.43187 -1.82541 -7.39 -5.35 2.30
C -2.72723 3.82657 -0.94481 -0.30 0.40 -0.03
C -3.41283 3.47137 -2.24531 0.05 0.47 0.11
S -3.04333 1.74217 -2.67081 -2.92 0.47 -0.76
C -3.31933 1.87847 -4.45741 -0.15 -0.21 -0.35
C -1.95623 2.09837 -5.07981 -0.38 0.20 0.08
S -0.91173 0.79277 -4.40131 1.22 0.21 -0.42
C 0.10537 1.69077 -3.05871 0.97 3.05 -3.17
C -0.31083 2.95247 -2.22621 0.53 0.33 0.45
S -1.31473 2.74107 -0.63101 -0.12 2.56 -0.22
H -3.42593 3.70047 -0.11031 0.40 -0.14 0.13
H -2.41133 4.87477 -0.93791 0.03 -0.18 0.04
H -3.04533 4.13277 -3.03741 -0.04 -0.37 -0.11
H -4.49473 3.61977 -2.17061 0.18 -0.19 -0.07
H -4.01233 2.68807 -4.70671 0.00 -0.11 0.37
H -3.77133 0.94577 -4.81461 0.13 0.17 0.14
H -1.54703 3.09327 -4.88501 -0.01 -0.12 -0.01
H -2.02193 1.97817 -6.16571 0.36 -0.17 0.10
H 1.00537 1.98317 -3.61391 -0.01 -0.32 0.50
H 0.42757 0.90407 -2.36671 5.19 1.67 -2.63
H -0.74833 3.72557 -2.86321 -0.32 -0.29 0.18
H 0.62447 3.38947 -1.85431 -0.05 -0.28 -0.23
C 2.26117 -1.74633 5.94529 -0.11 0.09 -0.08
S 3.42997 -2.50703 4.79159 0.06 0.21 -0.12
C 3.24187 -1.36823 3.38099 -0.14 -0.25 0.22
C 1.92047 -1.56503 2.64139 0.17 0.24 -0.15
C 1.81997 -0.56893 1.47569 0.68 -0.61 1.31
N 0.56307 -0.73963 0.73329 0.39 0.35 -0.63
P 0.59147 -1.30613 -0.86541 1.34 -1.46 1.64
C 1.42057 -2.92013 -0.63451 -0.40 -0.81 -0.64
C 2.81137 -3.10403 -0.69101 0.19 0.23 -0.11
C 3.38277 -4.36353 -0.48701 -0.29 0.33 0.07
C 2.57177 -5.46383 -0.22561 -0.06 0.09 -0.01
C 1.19027 -5.30633 -0.17141 -0.10 0.39 0.04
C 0.62027 -4.04633 -0.37601 -0.07 -0.12 0.03
C 1.78767 -0.30583 -1.82161 0.66 0.21 -0.10
C 2.28587 0.94637 -1.43131 0.87 0.17 0.36
C 3.16967 1.66537 -2.24501 -0.25 -0.07 0.37
C 3.56177 1.15477 -3.47731 0.01 0.21 0.07
C 3.06437 -0.07213 -3.90191 -0.48 -0.49 0.27
C 2.18207 -0.78743 -3.08621 0.26 -0.07 -0.49
P -0.61063 0.48557 0.68719 0.82 -1.90 3.42
C -0.58723 1.11127 2.41429 0.26 1.57 -0.10
C -0.11343 2.41467 2.64199 0.06 0.07 0.21
C -0.05643 2.94467 3.93459 -0.01 -0.14 -0.21
C -0.47713 2.18257 5.02109 0.03 0.07 -0.15
C -0.95643 0.89257 4.81579 0.09 -0.07 -0.51
C -1.01163 0.36347 3.52319 -0.16 -0.40 -0.08
C -2.22153 -0.39983 0.70369 -0.30 0.11 -0.87
C -2.38803 -1.74793 1.05299 -0.06 -0.51 -0.07
C -3.65303 -2.34373 1.03779 0.48 0.30 0.06
C -4.77363 -1.59853 0.67919 -0.03 0.20 -0.07
C -4.63173 -0.25753 0.33599 0.15 0.00 0.02
C -3.36673 0.33557 0.34709 -0.33 -0.01 -0.18
H 2.34637 -2.24333 6.91539 0.09 0.00 -0.24
H 1.23437 -1.86253 5.59159 0.04 0.02 0.09
H 2.48967 -0.68593 6.08049 0.02 -0.11 0.00
H 4.07717 -1.55913 2.69839 -0.01 -0.06 0.18
H 3.34637 -0.33843 3.73889 -0.02 -0.05 0.00
H 1.07857 -1.42293 3.32329 0.01 0.05 -0.04
H 1.85877 -2.59293 2.26619 0.01 0.13 -0.03
H 2.70487 -0.70443 0.84219 -0.35 -0.12 -0.27
H 1.93667 0.44937 1.86769 -0.36 -0.04 -0.07
H 3.47837 -2.26663 -0.88161 -0.11 -0.06 -0.07
H 4.46247 -4.48093 -0.52771 -0.19 0.09 0.00
H 3.01657 -6.44173 -0.06201 -0.08 0.16 -0.05
H 0.55277 -6.16243 0.03329 0.08 0.18 -0.06
H -0.46243 -3.95163 -0.32841 0.10 -0.01 -0.07
H 1.99517 1.39817 -0.48901 0.03 -0.15 0.16
H 3.54297 2.63167 -1.91431 -0.02 -0.18 0.01
H 4.24387 1.71587 -4.11021 -0.07 -0.08 0.10
H 3.35387 -0.47353 -4.86921 -0.04 0.00 0.18
H 1.80057 -1.73913 -3.45541 0.05 0.15 0.15
H 0.22067 3.03217 1.81069 -0.04 -0.07 0.13
H 0.31417 3.95447 4.09069 -0.05 -0.18 -0.06
H -0.43633 2.59487 6.02579 -0.01 -0.06 -0.17
H -1.29113 0.29357 5.65869 0.05 0.06 -0.20
H -1.38103 -0.65103 3.40049 -0.02 0.12 -0.04
H -1.53353 -2.34893 1.35339 0.01 0.12 -0.08
H -3.76123 -3.39023 1.30979 0.06 0.18 0.00
H -5.75683 -2.06133 0.66969 0.16 0.07 0.00
H -5.50293 0.33057 0.05949 0.14 -0.09 0.07
H -3.28393 1.38647 0.07579 -0.17 -0.29 0.32
H -0.36613 -1.04983 -2.85591 -0.41 0.50 0.12
```
Forces are in eV/Å.

***

No. 3
The molecule C2H5NO at a distorted geometry, computed with the ωB97M-V functional and the def2-TZVPD basis.

The net charge is 0. For the total energy, the calculation gives -209.1298 a.u. The SMILES is C=C(N)O. For the HOMO-LUMO gap, the calculation gives 8.87 eV. The HOMO energy comes out at -8.018 eV. The spin multiplicity is 1. The value obtained for the max |F| is 3.360 eV/A.

The geometry in XYZ format:
```
9
Properties=species:S:1:pos:R:3:forces:R:3
C -1.15219 -0.07474 0.16314 0.52 -0.83 0.55
C 0.17931 0.16988 -0.16128 -0.46 -0.77 0.68
N 1.28172 -0.42705 0.32487 -0.06 0.05 -0.24
O 0.35084 1.04782 -1.13676 -3.20 0.09 -0.24
H -1.45676 -0.97567 0.67024 0.28 -0.28 0.17
H -1.76535 0.74415 0.46694 -0.25 0.83 -0.36
H 2.14454 -0.37262 -0.18830 -0.03 -0.08 0.00
H 1.21564 -1.03659 1.11925 0.00 0.09 -0.05
H -0.79776 0.92481 -1.25810 3.19 0.91 -0.51
```
Forces are in eV/Å.

***

No. 4
The molecule C3H6NP at a distorted geometry, computed with the ωB97M-V functional and the def2-TZVPD basis.

The net charge is 0. For the total energy, the calculation gives -513.8979 a.u. The SMILES is CC#CNP. For the HOMO-LUMO gap, the calculation gives 8.70 eV. The HOMO energy comes out at -7.947 eV. The spin multiplicity is 1. The value obtained for the max |F| is 5.386 eV/A.

The geometry in XYZ format:
```
11
Properties=species:S:1:pos:R:3:forces:R:3
C 1.14930 0.94610 1.51804 2.09 0.20 -3.86
C 0.40834 0.04868 0.61589 -4.79 -1.27 -2.12
C -0.66005 -0.42777 0.11417 3.68 0.41 1.52
N -1.58211 -1.23045 -0.50568 0.83 -0.08 2.16
P -2.19708 -0.80200 -2.02001 -0.44 1.39 -0.99
H 0.88331 0.63541 2.45416 -0.37 0.09 2.80
H 2.23840 0.82692 1.30761 -0.52 -0.40 0.67
H 1.06173 1.99513 1.21090 -0.84 -0.11 0.66
H -1.87148 -2.07340 -0.00128 0.30 0.57 -0.44
H -2.03422 0.61834 -1.69844 -0.26 -0.82 -0.63
H -3.61757 -0.75885 -1.78276 0.32 0.01 0.23
```
Forces are in eV/Å.

***

No. 5
A structure of composition C7H14N3OP at a distorted geometry, computed with the ωB97M-V functional and the def2-TZVPD basis.

The net charge is 0. For the total energy, the calculation gives -855.8780 a.u. For the HOMO-LUMO gap, the calculation gives 6.54 eV. The HOMO energy comes out at -5.820 eV. The spin multiplicity is 1. The value obtained for the max |F| is 5.924 eV/A.

The geometry in XYZ format:
```
26
Properties=species:S:1:pos:R:3:forces:R:3
C 0.27146 -1.00432 -1.30413 1.81 0.75 -0.93
C -0.78033 -1.87380 -1.05780 1.13 -1.45 -0.68
C -1.58158 0.13015 -0.76997 0.72 -1.62 -0.50
C -3.02284 -1.70978 -0.03875 -0.44 0.83 0.80
C 0.51451 1.45528 -0.83918 1.23 0.04 -2.24
C 0.12525 1.95092 1.49565 0.11 -0.07 -0.04
C 3.21150 0.04765 0.64890 0.49 1.71 -2.08
N -0.31634 0.28186 -1.25441 -0.75 -0.04 -0.67
N -1.87345 -1.19561 -0.71035 0.07 3.11 0.59
N 0.94956 1.33326 0.48548 -0.49 -1.01 0.28
O 0.99825 -1.04467 1.80126 -2.06 -2.45 4.99
P 1.48263 -0.41596 0.62980 1.55 3.05 -4.14
H 1.08167 -1.25881 -2.06787 -1.11 0.62 1.30
H -0.68870 -2.92729 -1.07298 -0.37 -0.71 0.20
H -3.29142 -2.67446 -0.36151 -0.07 -1.21 -0.48
H -2.89196 -1.67930 1.03239 0.45 -0.38 0.35
H -3.85329 -1.05889 -0.19074 -0.66 0.52 -0.52
H -2.19743 0.97550 -0.74279 -1.28 0.56 0.46
H 0.00153 2.37567 -1.15540 -0.08 -0.15 0.62
H 1.43107 1.41516 -1.52092 -1.12 -0.12 0.59
H 0.52997 1.74882 2.46194 0.61 0.02 0.67
H 0.11018 3.00417 1.30762 0.18 0.88 0.07
H -0.91177 1.69007 1.61974 -0.85 -0.80 -0.55
H 3.29129 0.89660 -0.16267 0.02 -1.25 1.87
H 3.68064 0.27731 1.59318 -0.02 0.38 0.28
H 3.72960 -0.73951 0.17349 0.95 -1.23 -0.24
```
Forces are in eV/Å.